C16H46CrO14 | ωB97M-V/def2-TZVPD

Atoms and positions in Å:
1 Cr 1.61733 -2.49491 0.71715
2 C -1.39793 0.96662 -0.21302
3 C -0.52455 -0.32171 -0.44295
4 O 0.50657 -0.62309 0.40745
5 H -1.87842 0.87600 0.76115
6 H -2.24580 0.96702 -0.89802
7 H -0.91422 1.94304 -0.24009
8 H -0.10337 -0.32856 -1.44827
9 H -1.32811 -1.05082 -0.33909
10 C 2.32838 -2.29797 -2.86953
11 C 3.28125 -1.64227 -1.90381
12 O 3.33042 -2.25249 -0.64705
13 H 1.25270 -2.18069 -2.73819
14 H 2.47937 -3.37464 -2.94768
15 H 2.47962 -1.87821 -3.86403
16 H 3.11800 -0.56463 -1.89193
17 H 4.28834 -1.72438 -2.31264
18 C 1.82292 1.73330 -3.17567
19 C 1.85328 2.60599 -1.92085
20 O 0.75811 3.45489 -1.90385
21 O 1.84306 2.50952 -4.31534
22 H 0.91986 1.12635 -3.24056
23 H 2.65323 1.02739 -3.19478
24 H 2.84253 3.05995 -1.97927
25 H 1.86896 1.93949 -1.05850
26 H 0.24152 3.34468 -2.70546
27 H 1.00221 2.97143 -4.35010
28 C -1.07560 -3.70449 1.66827
29 C -0.59510 -4.55763 0.45994
30 O 0.34314 -3.92555 -0.38256
31 O 0.02649 -3.02956 2.21856
32 H -1.41376 -4.40855 2.42856
33 H -1.85737 -3.00318 1.37655
34 H -1.35492 -4.83734 -0.26982
35 H -0.00765 -5.42930 0.74837
36 H 0.27155 -4.29967 -1.26375
37 H -0.19656 -2.68066 3.08466
38 C -2.71390 -1.74527 -4.71537
39 C -2.66660 -2.46238 -3.37936
40 O -3.67506 -3.48136 -3.25630
41 O -2.40284 -2.55829 -5.83440
42 H -2.02395 -0.90504 -4.63735
43 H -3.66482 -1.26084 -4.93714
44 H -2.79135 -1.76464 -2.55128
45 H -1.72180 -3.00578 -3.39211
46 H -3.49359 -4.18618 -3.88232
47 H -1.50404 -2.32162 -6.07468
48 C 0.59981 1.68716 2.88894
49 C 2.01180 2.05009 2.43642
50 O 2.56846 1.11303 1.47580
51 O 0.42380 0.27729 2.97162
52 H -0.11152 2.12491 2.18860
53 H 0.44016 2.12933 3.87235
54 H 2.66496 1.99801 3.30748
55 H 2.10167 3.04452 1.99924
56 H 1.78962 0.77246 1.02971
57 H 0.24165 -0.14255 2.12773
58 C -2.38464 -0.51669 4.22726
59 C -1.34099 -1.22784 5.13874
60 O -0.99532 -2.53436 4.62750
61 O -3.64638 -1.15149 4.23762
62 H -2.11894 -0.46152 3.17158
63 H -2.61841 0.43438 4.70573
64 H -1.64638 -1.26121 6.18455
65 H -0.55041 -0.48446 5.03641
66 H -0.58828 -3.07360 5.30951
67 H -3.46976 -2.09487 4.25864
68 C 1.37478 5.44650 0.30098
69 C 0.03489 5.03759 0.99446
70 O 0.14814 4.94918 2.42396
71 O 1.84765 6.64450 0.82950
72 H 1.40564 5.61965 -0.77474
73 H 2.10047 4.65886 0.50366
74 H -0.28992 4.05238 0.65986
75 H -0.83710 5.61471 0.68679
76 H -0.64528 4.48520 2.70110
77 H 1.91233 6.58486 1.78546

Cartesian forces (eV/Å) of the 3 atoms listed first:
0.9 2.4 -2.1
0.5 -0.4 0.6
-0.8 0.5 -0.3

Values from the calculation:
spin multiplicity: 5
frontier orbital gap (spin up / spin down): 7.68 / 7.86 eV
energy above the lowest of the compared OMol25 structures with the same formula, charge and spin: 1.661 eV
highest occupied orbital energy (spin up / spin down): -8.11 / -8.29 eV
strongest force on any atom: 3.30 eV/Å

Löwdin atomic charge list, values in e, 4 entries:
1 Cr 1.017
2 C -0.063
3 C -0.398
4 O -0.365